Molecular formula: C23H40ClN5PdS
Method: DFT, wB97M-V/def2-TZVPD

Structure (XYZ):
```
71
C23H40ClN5PdS wB97M-V/def2-TZVPD
Pd 0.940 -0.839 -1.424
Cl -0.265 0.655 -2.795
C 2.653 -4.170 0.068
C 1.883 -2.128 -0.440
N 1.544 -3.443 -0.345
H 4.702 -3.487 0.428
N 3.195 -2.051 -0.143
H 2.609 -5.232 0.204
C 0.127 -3.878 -0.417
C 0.063 -5.316 -0.871
C -0.511 -3.698 0.956
H 0.537 -5.993 -0.158
H -0.991 -5.605 -0.969
H 0.519 -5.443 -1.858
H -1.667 -3.269 -1.418
H -0.238 -3.262 -2.436
H -0.378 -2.684 1.364
C -0.605 -3.034 -1.440
H -0.056 -4.405 1.655
H -1.590 -3.912 0.896
H -0.565 -1.936 -1.266
C 3.673 -3.291 0.180
C 3.610 -0.169 1.379
H 4.324 -0.634 2.062
H 3.749 0.923 1.380
C 3.854 -0.726 -0.031
H 3.737 1.099 -1.137
C 5.329 -0.841 -0.340
H 5.471 -1.076 -1.402
H 2.589 -0.374 1.718
H 2.158 0.479 -0.730
H 5.834 -1.580 0.288
H 5.774 0.145 -0.150
C 3.188 0.167 -1.068
H 3.213 -0.268 -2.074
C -3.744 3.323 -0.516
N -3.309 2.165 0.148
H -2.625 5.186 -0.890
N -1.711 3.589 0.302
H -4.657 3.385 -1.075
C -3.724 0.772 -0.087
C -5.207 0.681 0.141
C -3.467 0.368 -1.537
H -5.732 1.294 -0.596
H -5.504 -0.366 0.005
H -5.466 1.002 1.152
H -3.342 -1.091 0.912
H -2.961 0.300 1.911
H -2.397 0.421 -1.796
C -2.930 -0.079 0.886
H -4.039 0.998 -2.235
H -3.801 -0.672 -1.668
H -1.873 -0.153 0.607
C -2.733 4.223 -0.424
C 0.235 3.559 -1.222
H -0.184 4.281 -1.939
H 1.330 3.647 -1.228
C -0.257 3.821 0.196
H 1.481 2.912 1.107
C 0.016 5.269 0.499
H -0.363 5.546 1.486
H -0.031 2.541 -1.548
H 0.092 1.831 1.090
H -0.434 5.904 -0.271
H 1.104 5.401 0.478
C 0.395 2.881 1.196
H 0.133 3.182 2.211
C -2.171 2.432 0.778
S 0.119 -0.334 2.752
C -0.210 0.298 4.219
N -0.443 0.758 5.290
```

The calculation puts the frontier orbital gap (spin up / spin down) at 2.07 / 6.53 eV. Its expectation value of S² is 6.0116. The calculated total energy comes out at -58782.779 eV. Its total charge is -2. The multiplicity is 5.

Here are the Mulliken charges for atoms 1 to 2, given in e: Pd -1.289; Cl -0.854